This record from OMol25 describes a cluster of 2 separate species, C2H6O2 in total. The level of theory is ωB97M-V/def2-TZVPD.

Geometry as XYZ:
```
10
Properties=species:S:1:pos:R:3:nbo_charge:R:1
O 1.42 2.35 1.20 0.010
C 0.80 1.48 0.69 0.456
C -0.65 1.33 1.15 -0.689
H 1.12 0.76 -0.08 0.310
H -0.74 1.45 2.22 0.297
H -0.90 0.30 0.83 0.286
H -1.48 1.86 0.68 0.330
H -0.49 -3.83 -1.75 0.461
H -1.09 -4.89 -2.70 0.480
O -1.11 -3.95 -2.49 -0.941
```

Frontier orbital gap (alpha / beta), eV: 7.0 / 3.5
Net charge: +1
Multiplicity: 2
LUMO level (alpha / beta), eV: -6.8128 / -10.3545



This record from OMol25 describes a structure of composition C2H6O2Pb. The level of theory is ωB97M-V/def2-TZVPD.

Geometry as XYZ:
```
11
Properties=species:S:1:pos:R:3:lowdin_spin:R:1
O 4.08 1.24 1.38 0.795
Pb 2.13 1.00 1.46 0.092
C -0.24 0.15 -0.54 0.010
C -1.17 -1.04 -0.54 0.003
H 0.68 -0.09 -1.09 0.001
H -0.88 0.97 -0.93 0.001
H -0.63 -1.95 -0.26 0.000
H -2.06 -0.85 0.08 0.000
H -1.48 -1.14 -1.62 0.001
O 0.15 0.66 0.79 0.089
H -0.59 1.05 1.26 0.007
```

Frontier orbital gap (alpha / beta), eV: 9.3 / 8.5
Net charge: +1
Multiplicity: 2
LUMO level (alpha / beta), eV: -5.5243 / -6.3585



This record from OMol25 describes a cluster of 2 separate species, C2H6O2Se in total. The level of theory is ωB97M-V/def2-TZVPD.

Geometry as XYZ:
```
11
Properties=species:S:1:pos:R:3:nbo_charge:R:1
C 1.65 1.19 0.00 -0.027
C -1.17 -0.83 0.11 -0.174
O 1.80 -0.08 0.05 -0.641
O -2.14 -1.79 0.10 -0.702
Se -1.65 1.18 -0.06 -0.123
H 1.29 1.57 -0.97 0.187
H 2.06 1.92 0.83 0.176
H -0.40 -0.93 -0.70 0.166
H -0.76 -1.05 1.03 0.172
H 2.38 -0.35 0.82 0.497
H -2.65 -1.81 -0.81 0.467
```

Frontier orbital gap (alpha / beta), eV: 8.5 / 6.1
Net charge: 0
LUMO level (alpha / beta), eV: 0.3434 / -1.3857



This record from OMol25 describes a cluster of 2 separate species, C2H6O2Si in total. The level of theory is ωB97M-V/def2-TZVPD.

Geometry as XYZ:
```
11
Properties=species:S:1:pos:R:3:nbo_charge:R:1
C -2.41 0.09 -0.36 -0.508
C -1.48 -0.09 0.54 -0.405
O 2.13 1.17 0.29 -1.112
O 2.11 -1.44 0.27 -1.104
Si 1.39 -0.13 -0.34 1.787
H -3.47 0.14 -0.13 0.186
H -2.17 0.19 -1.41 0.193
H -1.61 -0.21 1.61 0.167
H 1.85 2.06 0.11 0.515
H 2.23 -1.53 1.21 0.515
H 1.43 -0.26 -1.78 -0.235
```

Frontier orbital gap, eV: 8.3
Net charge: 0
LUMO level, eV: 0.3711



This record from OMol25 describes a cluster of 2 separate species, C2H6O3 in total. The level of theory is ωB97M-V/def2-TZVPD.

Geometry as XYZ:
```
11
Properties=species:S:1:pos:R:3:nbo_charge:R:1
C -0.04 -1.31 -1.84 -0.259
O -0.92 -2.42 -1.89 -0.713
H -0.21 -0.47 -2.49 0.172
H 1.05 -1.67 -2.04 0.151
H -0.03 -0.88 -0.80 0.180
H -1.42 -2.30 -2.77 0.467
O 0.90 1.95 2.21 -0.558
C 0.76 1.22 1.29 0.641
O -0.50 0.99 0.82 -0.712
H 1.59 0.66 0.76 0.130
H -1.14 1.08 1.57 0.502
```

Frontier orbital gap, eV: 11.0
Net charge: 0
LUMO level, eV: 0.7402



This record from OMol25 describes the molecule C2H6O3. The level of theory is ωB97M-V/def2-TZVPD.

Geometry as XYZ:
```
11
Properties=species:S:1:pos:R:3:nbo_charge:R:1
C -1.03 0.11 0.31 -0.084
C 0.61 0.25 -0.27 0.353
O -1.87 -0.82 -0.32 -0.722
O 1.34 -0.95 -0.46 -0.727
O 1.30 0.89 0.79 -0.752
H -0.98 -0.15 1.39 0.197
H -1.43 1.12 0.01 0.167
H 0.68 0.79 -1.28 0.141
H -2.17 -0.62 -1.18 0.476
H 1.31 -1.46 0.31 0.468
H 2.25 0.85 0.70 0.484
```

Frontier orbital gap, eV: 10.6
Net charge: 0
LUMO level, eV: 0.8094



This record from OMol25 describes a cluster of 2 separate species, C2H6O3S in total. The level of theory is ωB97M-V/def2-TZVPD.

Geometry as XYZ:
```
12
Properties=species:S:1:pos:R:3:nbo_charge:R:1
O 1.40 -3.40 -0.59 -0.941
H 1.22 -3.78 0.30 0.474
H 0.64 -3.71 -1.14 0.475
O 0.84 0.68 4.44 -0.585
O 1.52 0.06 2.36 -0.524
S 0.00 0.00 0.00 -0.038
C 1.74 0.49 3.64 0.632
C 0.17 0.14 1.84 -0.216
H 0.45 -1.27 -0.07 0.153
H 2.77 0.39 4.02 0.144
H -0.41 0.99 2.26 0.229
H -0.26 -0.79 2.24 0.198
```

Frontier orbital gap, eV: 10.0
Net charge: 0
LUMO level, eV: 0.4247



This record from OMol25 describes a cluster of 2 separate species, C2H6O3S2 in total. The level of theory is ωB97M-V/def2-TZVPD.

Geometry as XYZ:
```
13
Properties=species:S:1:pos:R:3:nbo_charge:R:1
C -2.74 0.65 0.53 -0.713
C 1.41 -0.83 0.76 -0.821
O -2.04 -0.87 -1.29 -0.920
O 0.70 1.32 -0.50 -0.948
O 2.75 -0.16 -1.25 -0.921
S -3.21 -0.57 -0.48 1.175
S 0.99 -0.07 -0.87 1.492
H 3.08 0.77 -1.37 0.488
H -3.55 1.13 1.03 0.216
H -1.90 1.17 0.22 0.241
H 0.68 -0.57 1.44 0.223
H 1.59 -1.89 0.70 0.237
H 2.24 -0.09 1.09 0.252
```

Frontier orbital gap, eV: 9.0
Net charge: 0
LUMO level, eV: -0.6445



This record from OMol25 describes a structure of composition C2H6O3Tb. The level of theory is ωB97M-V/def2-TZVPD.

Geometry as XYZ:
```
12
Properties=species:S:1:pos:R:3:lowdin_spin:R:1
C -0.98 -3.28 -0.30 0.000
O 0.15 -2.40 -0.18 0.006
C 0.14 -1.24 -0.77 0.008
O 1.14 -0.88 -1.40 0.082
Tb 3.01 -1.77 -2.57 6.903
H -1.52 -3.26 0.66 0.000
H -1.64 -2.96 -1.11 0.000
H -0.59 -4.28 -0.49 0.000
H -0.79 -0.65 -0.76 0.000
O 0.13 1.57 0.97 0.000
H 0.60 1.06 1.63 0.000
H 0.77 1.67 0.23 0.000
```

Frontier orbital gap (alpha / beta), eV: 8.1 / 7.1
Net charge: +2
Multiplicity: 8
LUMO level (alpha / beta), eV: -9.1712 / -10.1111



This record from OMol25 describes a structure of composition C2H6O4. The level of theory is ωB97M-V/def2-TZVPD.

Geometry as XYZ:
```
12
Properties=species:S:1:pos:R:3:nbo_charge:R:1
C 0.23 0.71 0.05 0.212
C 0.13 -0.69 -0.44 0.412
O 1.46 1.34 -0.14 -0.688
O 0.30 -1.24 1.32 -0.960
O -0.85 1.46 -0.45 -0.729
O -1.03 -1.09 -0.96 -0.632
H -1.59 1.41 0.16 0.480
H -1.74 -0.62 -0.50 0.485
H 1.49 1.69 -1.04 0.469
H 0.39 -2.12 1.69 0.475
H 0.20 0.31 1.20 0.277
H 1.00 -1.14 -0.90 0.198
```

Frontier orbital gap, eV: 10.4
Net charge: 0
LUMO level, eV: 0.4205



This record from OMol25 describes a cluster of 2 separate species, C2H6O4 in total. The level of theory is ωB97M-V/def2-TZVPD.

Geometry as XYZ:
```
12
Properties=species:S:1:pos:R:3:nbo_charge:R:1
O 2.34 -0.48 3.00 -0.937
H 3.02 -0.37 3.69 0.471
H 1.54 -0.78 3.48 0.466
O 0.93 0.24 -1.33 -0.569
O -0.50 -0.98 -2.56 -0.700
O -1.07 1.51 0.09 -0.677
C -0.20 -0.06 -1.57 0.752
C -1.47 0.52 -0.82 -0.173
H 0.39 -1.07 -2.99 0.496
H -0.87 0.96 0.88 0.473
H -1.91 -0.33 -0.27 0.188
H -2.19 0.83 -1.60 0.209
```

Frontier orbital gap, eV: 10.9
Net charge: 0
LUMO level, eV: 0.4974



This record from OMol25 describes a cluster of 2 separate species, C2H6O4S in total. The level of theory is ωB97M-V/def2-TZVPD.

Geometry as XYZ:
```
13
Properties=species:S:1:pos:R:3:nbo_charge:R:1
C 1.36 1.15 -0.14 -0.244
C 1.75 -1.17 -0.12 -0.258
O -3.63 -0.22 -1.22 -0.810
O -3.61 1.40 0.61 -0.808
O -3.22 -1.03 1.07 -0.806
O 1.69 -0.02 -0.92 -0.550
S -3.55 0.04 0.18 2.425
H 2.41 1.43 0.32 0.170
H 1.09 1.80 -0.94 0.199
H 0.63 1.01 0.58 0.169
H 1.00 -1.11 0.75 0.148
H 1.34 -2.06 -0.52 0.195
H 2.75 -1.22 0.35 0.171
```

Frontier orbital gap, eV: 8.6
Net charge: 0
LUMO level, eV: -1.3072



This record from OMol25 describes a structure of composition C2H6O4S6SbTc. The level of theory is ωB97M-V/def2-TZVPD.

Geometry as XYZ:
```
20
Properties=species:S:1:pos:R:3:nbo_charge:R:1
Tc -0.24 -0.92 -0.08 0.389
S -3.31 1.58 2.84 -0.243
Sb -1.11 1.47 2.48 1.281
S -0.61 -1.17 2.04 0.089
S -0.96 1.05 -0.49 0.196
S 1.02 2.17 2.60 -0.359
C 2.73 1.03 -1.44 -0.655
C 2.75 0.08 -0.26 -0.076
O 1.77 -1.02 -0.43 -0.690
H 3.49 1.79 -1.28 0.277
H 1.77 1.54 -1.54 0.214
H 2.96 0.52 -2.37 0.240
H 2.48 0.58 0.67 0.218
H 3.73 -0.38 -0.15 0.239
H 2.09 -1.63 -1.12 0.552
O -5.11 -2.08 0.57 -0.744
S -4.35 -1.08 -0.07 2.460
O -4.67 -0.49 -1.31 -0.765
O -3.11 -0.65 0.55 -0.937
S -1.30 -2.38 -1.22 0.312
```

Frontier orbital gap (alpha / beta), eV: 5.5 / 5.5
Net charge: +2
LUMO level (alpha / beta), eV: -11.3078 / -11.3071



This record from OMol25 describes a structure of composition C2H6O4S6SbTc. The level of theory is ωB97M-V/def2-TZVPD.

Geometry as XYZ:
```
20
Properties=species:S:1:pos:R:3:nbo_charge:R:1
Tc 0.31 -0.61 0.26 0.426
S 2.62 -3.44 -0.11 -0.078
Sb 2.78 -2.14 -2.31 1.085
S -0.74 -1.59 -1.52 0.290
S 2.11 -0.08 -1.10 -0.240
S 0.33 -2.73 -2.74 -0.097
C -3.36 0.68 0.24 -0.648
C -2.24 1.21 -0.63 -0.070
O -0.97 1.06 0.03 -0.714
H -4.28 0.66 -0.33 0.267
H -3.52 1.31 1.10 0.230
H -3.13 -0.33 0.57 0.204
H -2.38 2.27 -0.86 0.226
H -2.17 0.66 -1.57 0.203
H -0.98 1.65 0.80 0.521
O 0.24 -1.13 4.68 -0.710
S 0.02 0.01 3.90 2.507
O 0.10 -0.14 2.45 -0.963
O -0.33 1.29 4.35 -0.717
S 1.47 -2.39 1.12 0.281
```

Frontier orbital gap (alpha / beta), eV: 5.8 / 5.8
Net charge: +2
LUMO level (alpha / beta), eV: -10.0429 / -10.0464



This record from OMol25 describes a cluster of 2 separate species, C2H6OS in total. The level of theory is ωB97M-V/def2-TZVPD.

Geometry as XYZ:
```
10
Properties=species:S:1:pos:R:3:nbo_charge:R:1
C -0.88 0.96 -0.39 -0.648
S -2.26 2.18 -0.22 -0.261
H -1.37 0.45 -1.20 0.216
H 0.00 1.41 -0.80 0.245
H -0.66 0.39 0.53 0.268
H -3.48 2.18 0.38 0.162
O 1.09 -1.36 0.07 -0.819
C 2.20 -1.83 0.40 -0.229
H 2.46 -2.91 0.05 0.018
H 2.90 -1.46 1.18 0.049
```

Frontier orbital gap (alpha / beta), eV: 2.5 / 5.8
Net charge: -1
Multiplicity: 2
LUMO level (alpha / beta), eV: 2.9718 / 2.9664



This record from OMol25 describes a cluster of 2 separate species, C2H6OS in total. The level of theory is ωB97M-V/def2-TZVPD.

Geometry as XYZ:
```
10
Properties=species:S:1:pos:R:3:nbo_charge:R:1
C 1.11 -0.65 -0.39 -0.535
C 1.05 0.40 0.46 0.162
O 0.96 1.79 0.24 -0.697
S -2.69 -0.03 -0.25 -0.293
H -3.65 -0.93 0.33 0.154
H 1.14 -0.42 -1.42 0.192
H 1.41 -1.68 -0.17 0.226
H 0.88 0.22 1.53 0.170
H 1.52 2.10 -0.48 0.485
H -1.73 -0.80 0.16 0.137
```

Frontier orbital gap, eV: 10.3
Net charge: 0
LUMO level, eV: 0.8663



This record from OMol25 describes the molecule C2H6OS. The level of theory is ωB97M-V/def2-TZVPD.

Geometry as XYZ:
```
10
Properties=species:S:1:pos:R:3:nbo_charge:R:1
C 0.56 -0.41 0.78 -0.551
C 1.17 0.36 -0.32 -0.088
H -1.20 1.10 1.39 0.122
H 0.61 -1.40 0.31 0.248
H 1.06 -0.18 1.68 0.234
H 1.07 1.48 -0.34 0.180
H 2.31 0.26 -0.45 0.189
H -0.15 0.28 -1.88 0.473
O 0.68 -0.13 -1.66 -0.751
S -1.22 -0.01 0.62 -0.056
```

Frontier orbital gap, eV: 10.1
Net charge: 0
LUMO level, eV: 0.8241



This record from OMol25 describes a cluster of 2 separate species, C2H6OS2 in total. The level of theory is ωB97M-V/def2-TZVPD.

Geometry as XYZ:
```
11
Properties=species:S:1:pos:R:3:nbo_charge:R:1
C -2.58 0.24 0.35 -0.727
C -0.17 -0.68 0.75 -0.542
O 3.09 0.95 -0.59 -0.964
S 1.42 -1.29 0.53 0.125
S -0.97 0.13 -0.45 0.401
H -3.40 0.67 -0.23 0.229
H -2.49 0.83 1.18 0.225
H -2.74 -0.72 0.62 0.229
H 2.89 0.19 0.10 0.471
H 3.20 0.59 -1.50 0.469
H 1.75 -0.91 -0.76 0.084
```

Frontier orbital gap, eV: 8.8
Net charge: 0
LUMO level, eV: -0.0911



This record from OMol25 describes a cluster of 2 separate species, C2H6OS2 in total. The level of theory is ωB97M-V/def2-TZVPD.

Geometry as XYZ:
```
11
Properties=species:S:1:pos:R:3:nbo_charge:R:1
C 1.73 1.97 0.78 -0.860
C -1.08 -1.73 -1.15 -0.859
O -1.18 -2.74 -3.63 -0.811
S 1.02 0.46 0.26 0.127
S -0.23 -2.48 -2.57 0.957
H 1.65 2.17 1.83 0.231
H 1.47 2.87 0.09 0.236
H 2.94 1.95 0.73 0.266
H -0.31 -1.40 -0.47 0.236
H -1.56 -2.43 -0.51 0.230
H -1.87 -1.08 -1.55 0.246
```

Frontier orbital gap (alpha / beta), eV: 9.1 / 6.3
Net charge: 0
LUMO level (alpha / beta), eV: -0.5508 / -2.2236



This record from OMol25 describes a cluster of 2 separate species, C2H6OS2 in total. The level of theory is ωB97M-V/def2-TZVPD.

Geometry as XYZ:
```
11
Properties=species:S:1:pos:R:3:nbo_charge:R:1
S -1.64 2.55 -1.21 -0.117
S -3.25 1.60 -2.00 -0.153
H -0.74 1.67 -1.67 0.146
H -4.08 1.42 -0.98 0.124
O 0.58 0.47 0.22 -0.528
C 1.45 -0.36 0.34 0.448
C 1.33 -1.57 1.21 -0.729
H 2.40 -0.23 -0.19 0.100
H 0.52 -1.31 1.89 0.238
H 1.16 -2.49 0.65 0.243
H 2.26 -1.76 1.74 0.228
```

Frontier orbital gap, eV: 9.3
Net charge: 0
LUMO level, eV: 0.7120



Calculated ΔE to the lowest compared entry with this formula, charge and spin in order - 36.0 42.1 60.4 61.5 40.1 49.9 17.9 60.1 0.0 69.7 12.3 46.4 80.2 0.0 43.8 22.7 10.1 53.7 64.0 6.1 kcal per mole
Calculated strongest force on any atom in order - 1.886 3.394 4.846 3.135 3.510 3.250 2.857 4.186 1.727 3.068 1.734 5.276 3.023 2.912 3.923 2.520 4.983 3.567 3.909 1.412 eV Å⁻¹